DFT (the ωB97M-V functional and the def2-TZVPD basis) results for a molecular structure, C3H3NaO4.

The energy relative to the best compared isomer or geometry (same formula, charge and spin) is 4.2 kcal per mole. Its max |F| is 1.39 eV/Å. The calculation puts the LUMO energy at -1.4 eV.

XYZ file:
```
11
Properties=species:S:1:pos:R:3:forces:R:3
Na -3.1711 -1.4225 0.4732 0.9532 0.0883 -0.2263
O -0.8741 -0.1828 0.1094 -0.1126 0.1928 0.2709
O -0.6857 1.5947 -1.4396 0.2699 -0.7287 0.8731
O 0.9624 -1.4810 -0.1228 0.4513 -0.0987 0.0461
O -1.0533 -2.3610 0.1767 -0.3101 -0.4161 0.2407
C -0.3238 -1.3772 0.0674 -0.7346 0.5415 -0.2646
C 1.0389 1.4109 0.2296 0.0584 -0.4344 0.3558
C -0.0982 1.1512 -0.4784 -0.1158 0.9138 -1.0377
H 1.6672 2.2363 -0.1017 -0.2923 -0.2326 0.1100
H 1.1801 0.9985 1.2275 -0.0322 0.0929 -0.3052
H 1.3574 -0.5671 -0.1412 -0.1353 0.0811 -0.0627
```
Positions in Å, forces in eV/Å.

DFT (the ωB97M-V functional and the def2-TZVPD basis) results for a gas-phase ion, C6H12NO (charge -1).

The energy relative to the best compared isomer or geometry (same formula, charge and spin) is 13.4 kcal per mole. Its max |F| is 2.65 eV/Å. Its net charge is -1. The calculation puts the LUMO energy at 3.6 eV. As for the SMILES: C/C=C/C[C@H](N)C[O-].

XYZ file:
```
20
Properties=species:S:1:pos:R:3:forces:R:3
O -3.0526 -0.5000 -1.5953 -0.3608 -0.2594 -0.6754
N -0.3311 -1.3209 -1.5326 0.8764 0.8297 1.4050
C -0.7023 0.6421 -0.0300 -0.8680 -2.2276 -0.5305
C 0.7747 0.8360 0.0009 0.1382 0.9145 0.6248
C 1.4422 1.1174 1.1207 -0.0529 0.2172 0.0350
C -1.0258 -0.8669 -0.3054 -1.5032 -0.3256 -0.4533
C 2.8827 1.4066 1.1818 2.6240 -0.1980 0.3521
C -2.5821 -1.2221 -0.5982 1.1927 1.2492 1.1725
H 3.2206 2.3918 1.5862 -0.7736 -0.3406 -0.3130
H 3.4275 1.2733 0.2450 -0.4119 0.2537 -0.4357
H -0.8817 -1.4313 0.6279 1.0275 -0.3014 -0.3768
H 1.4133 0.7909 -0.8776 -0.5404 -0.1271 -0.3015
H -1.1124 0.7824 0.9697 -0.1202 0.6732 -0.0104
H 0.0422 -2.2310 -1.3303 -0.2725 -0.4252 -0.7572
H -2.5416 -2.3464 -0.6672 0.0179 -0.0528 -0.5084
H -3.1062 -1.1041 0.3880 -0.1996 0.3100 0.2046
H -1.0175 -1.2180 -2.2749 -0.0864 -0.6032 -0.0299
H 3.4756 0.7089 1.8118 -0.6271 0.0154 0.1656
H -1.3178 1.1150 -0.8211 0.6197 0.4054 0.3963
H 0.9922 1.1763 2.1007 -0.6798 -0.0074 0.0363
```
Positions in Å, forces in eV/Å.

no.,frontier orbital gap (eV)
1,6.1
2,6.1